Record 1
Density functional theory data (the ωB97M-V functional and the def2-TZVPD basis) for a 2-piece molecular cluster, C9H14O overall at a distorted geometry.

Last column: Mulliken charge in e.
Geometry (Å):
C 3.65 -0.57 1.77  -0.82
C 2.29 -0.64 2.49  -0.16
H 4.11 -1.52 1.54  0.31
H 3.49 -0.16 0.77  0.19
H 4.41 0.02 2.27  0.27
H 1.86 -1.64 2.42  0.28
H 1.61 -0.10 1.82  -0.37
H 2.29 -0.30 3.52  0.37
C -2.35 -1.60 -2.32  -1.45
C -2.32 0.08 -0.45  -0.50
C -1.65 -0.59 -1.51  0.84
C -1.60 0.90 0.36  -0.60
C -0.21 1.03 0.17  0.75
C -0.27 -0.33 -1.77  -0.47
C 0.45 0.52 -1.00  -0.36
O 0.60 1.64 0.99  -0.39
H -3.40 0.18 -0.42  0.39
H -2.03 1.48 1.18  0.34
H -2.53 -1.09 -3.29  0.38
H -3.31 -1.85 -1.87  0.37
H 0.14 -0.81 -2.65  0.42
H 0.20 1.91 1.83  0.34
H 1.50 0.71 -1.11  0.45
H -1.81 -2.45 -2.72  0.40

## Properties
maximum force = 0.030 Eh/bohr
E_HOMO (spin up / spin down) = -13.81 / -14.23 eV
multiplicity = 2
HOMO-LUMO gap (spin up / spin down) = 9.9911 / 6.8977 eV
⟨S²⟩ = 0.767
charge = +1

Record 2
Density functional theory data (the ωB97M-V functional and the def2-TZVPD basis) for a 2-piece molecular cluster, C9H14O overall at a distorted geometry.

Last column: Mulliken charge in e.
Geometry (Å):
C -1.14 -2.25 0.86  -1.42
C -0.70 -0.37 -0.80  -0.45
C -0.30 -1.42 -0.04  0.97
C 0.25 0.38 -1.45  -0.05
C 1.53 -0.09 -1.67  0.46
C 1.08 -1.88 -0.07  -0.57
C 1.94 -1.33 -1.06  -0.59
O 2.32 0.60 -2.55  -0.49
H -1.81 -0.06 -0.88  0.35
H -0.05 1.27 -2.03  0.41
H -1.61 -3.01 0.20  0.36
H -1.97 -2.05 1.44  0.44
H 1.37 -2.85 0.49  0.33
H 1.85 0.83 -3.41  0.40
H 2.91 -1.70 -1.31  0.46
H -0.45 -2.71 1.71  0.34
C -0.38 1.56 1.75  -0.70
C -0.96 2.62 0.92  -0.67
H -0.96 1.14 2.57  0.33
H -0.22 0.55 1.38  -0.01
H 0.47 1.92 2.22  0.40
H 0.03 3.02 0.57  0.22
H -1.72 3.48 1.14  0.28
H -1.50 2.34 0.02  0.20

## Properties
maximum force = 0.081 Eh/bohr
E_HOMO (spin up / spin down) = -14.03 / -14.12 eV
multiplicity = 2
HOMO-LUMO gap (spin up / spin down) = 9.9590 / 6.1968 eV
⟨S²⟩ = 0.765
charge = +1

Record 3
Density functional theory data (the ωB97M-V functional and the def2-TZVPD basis) for a 2-piece molecular cluster, C9H14O overall at a distorted geometry.

Last column: Mulliken charge in e.
Geometry (Å):
C 0.14 1.10 -3.14  -0.82
C 1.66 1.23 -2.90  -0.86
H -0.23 0.08 -3.08  0.28
H -0.35 1.78 -2.45  0.25
H -0.01 1.54 -4.13  0.35
H 2.08 0.75 -2.02  0.25
H 1.98 2.27 -2.91  0.30
H 2.17 0.80 -3.77  0.33
C 0.01 1.32 3.01  -1.35
C -0.06 -0.89 -0.03  -0.25
C 0.33 0.07 0.87  -0.31
C -0.94 -1.92 0.41  0.53
C -0.19 0.10 2.17  0.62
C -1.35 -2.01 1.78  -0.47
C -1.05 -0.94 2.58  -0.43
O -1.35 -2.89 -0.40  -0.45
H 0.21 -0.78 -1.07  0.32
H 0.98 0.83 0.47  0.39
H -0.63 -3.36 -0.82  0.37
H -1.86 -2.90 2.11  0.45
H -0.11 1.02 4.05  0.38
H -0.88 1.95 2.86  0.35
H -1.45 -1.07 3.58  0.37
H 0.90 1.91 2.82  0.41

## Properties
maximum force = 0.041 Eh/bohr
E_HOMO (spin up / spin down) = -14.37 / -14.63 eV
multiplicity = 2
HOMO-LUMO gap (spin up / spin down) = 10.4063 / 6.8098 eV
⟨S²⟩ = 0.765
charge = +1

Record 4
Density functional theory data (the ωB97M-V functional and the def2-TZVPD basis) for a 2-piece molecular cluster, C9H14O2 overall at a distorted geometry.

Last column: Mulliken charge in e.
Geometry (Å):
C -1.38 -0.85 -1.81  -1.25
C 0.13 -0.70 -1.60  0.07
C 1.13 -1.54 -1.97  -0.22
C 2.40 -1.62 -1.49  -0.67
C 2.76 -0.64 -0.57  0.48
O 3.90 -0.43 0.14  -0.54
C 1.86 0.41 -0.37  -0.32
C 0.59 0.48 -0.98  -0.52
H -1.56 -1.17 -2.88  0.33
H -2.14 -0.16 -1.34  0.26
H -1.51 -1.83 -1.38  0.38
H 0.98 -2.18 -2.78  0.42
H 3.16 -2.32 -1.72  0.41
H 4.50 -1.20 0.41  0.33
H 2.19 1.26 0.19  0.36
H -0.02 1.41 -0.86  0.47
C -1.47 2.00 1.72  -0.83
C -2.13 0.58 1.90  -0.13
O -2.94 0.56 3.13  -0.55
H -1.02 2.49 2.65  0.30
H -2.29 2.61 1.57  0.29
H -0.53 2.25 1.06  0.17
H -2.86 0.20 1.12  0.17
H -1.36 -0.11 1.99  0.29
H -2.36 0.52 3.87  0.30

## Properties
maximum force = 0.084 Eh/bohr
E_HOMO = -8.27 eV
multiplicity = 1
SMILES string = Cc1ccc(O)cc1.CCO
HOMO-LUMO gap = 8.9833 eV

Q: Which energy relative to the best compared isomer or geometry (same formula, charge and spin) values were calculated for the entries above? A: 14.3 67.8 16.0 75.2, in kcal per mole.